(1)
15
Properties=species:S:1:pos:R:3 method="wB97M-V/def2-TZVPD" fmax_ev_per_a=5.96 molar_mass_da=120.17 e_lumo_ev=0.1 homo_energy_ev=-8.499 gap_ev=8.64 de_lowest_kcal_mol=104.8 smiles="CCOC(=S)CO"
H -2.6326 -1.9304 -0.3151
H 0.9347 1.6855 1.6930
O 0.4015 -1.1308 -0.1588
H -1.1237 -0.3655 -1.3396
C 1.5145 -0.4830 -0.1215
S 2.8070 -1.3124 0.2650
C 1.6881 0.9860 -0.5028
C -2.1411 -0.9337 0.3547
H 1.0572 1.2105 -1.3959
H -2.9440 0.0355 0.4232
H -1.9287 -1.2057 1.4090
C -0.8700 -0.3451 -0.2804
H 2.6860 1.2859 -0.5388
O 0.9635 1.8217 0.4951
H -0.4125 0.6814 0.0128

(2)
57
Properties=species:S:1:pos:R:3 method="wB97M-V/def2-TZVPD" fmax_ev_per_a=11.62 molar_mass_da=343.47 e_lumo_ev=0.3 homo_energy_ev=-10.124 gap_ev=10.38 de_lowest_kcal_mol=123.2 smiles=CC#N.CC#N.CC#N.CC#N.CC#N.CCO.CCO.CCO
H -3.2634 1.6946 -0.5374
C 2.6476 -0.0744 2.2286
H 1.7716 -3.0174 1.9346
N -1.6024 1.5856 5.0206
N -6.2474 0.8386 -0.6014
C 0.2296 4.7196 -0.0824
C -5.2104 0.9276 -0.2054
H 0.9366 4.2026 -2.1454
N 2.0266 -0.3034 3.0946
C -0.3434 -0.4104 -0.4424
H -0.3444 -1.9064 -1.7074
H 0.6546 5.7716 -0.1154
C 2.5736 -0.7744 -5.3294
N -2.8434 -2.1414 1.9086
C 0.8656 -3.2884 1.9136
H -1.0674 -1.0214 0.3126
H -0.4144 3.0686 -1.2774
C -2.9354 -2.0484 4.5716
C -0.6244 1.9996 2.5046
H 3.5216 -1.3114 -5.6874
N 0.3466 -5.2324 0.1016
H -2.3924 -1.2864 4.9336
H -3.5514 -0.0184 0.3436
H 0.3866 -0.0494 0.0396
H 0.4326 -3.7424 2.9256
C 3.5066 0.1906 0.9316
C -1.1184 1.7996 3.9946
H 0.2286 2.5006 2.4846
C 0.4256 -1.4694 -1.2304
O 1.9516 -2.8324 -4.2594
H -3.9034 -2.0464 4.8896
C 0.6036 -4.3574 0.9176
H -0.5264 4.7566 0.5496
H 2.7806 -0.3354 -4.3604
H 1.3006 4.3866 1.3596
H -0.7564 0.3526 -1.1474
H 3.4266 1.1026 0.6186
H -3.6284 1.3456 1.2486
O 1.2686 3.9436 0.5046
C -0.0404 4.2086 -1.4144
H 2.5596 -0.1304 -6.2314
O 1.3296 -0.9954 -2.0974
H -1.4644 2.3706 1.7146
H 0.4936 -2.2794 1.6706
C -3.7304 1.1056 0.2916
H -0.8144 4.9846 -2.0644
H 1.4276 -1.7424 -2.6024
H 1.2606 -2.3734 -5.9994
H 2.8216 -2.9974 -4.5554
H 0.4526 -1.4574 -5.1124
H -0.2604 1.1646 2.2436
H 3.2856 -0.6524 0.2676
C 1.4806 -1.7904 -5.1634
C -2.8704 -2.1174 3.0986
H -2.4874 -2.9214 5.0876
H 0.8236 -2.2574 -0.6804
H 4.6216 0.3606 1.3436

(3)
12
Properties=species:S:1:pos:R:3 method="wB97M-V/def2-TZVPD" fmax_ev_per_a=3.04 molar_mass_da=103.06 e_lumo_ev="-0.7 / -1.1" homo_energy_ev="-8.407 / -7.668" gap_ev="7.67 / 6.58" de_lowest_kcal_mol=96.2
C 0.8063 0.0244 -0.3780
H 0.7487 0.0128 -1.4678
P -1.4804 1.6093 -0.0322
H 0.6000 1.4852 1.2042
H 0.8762 2.1874 -0.3935
C 0.3531 1.3915 0.1415
N -1.4388 -0.8038 -0.2773
H -0.0463 -1.1187 1.2632
H 1.8424 -0.1517 -0.0855
O -2.3860 -1.5022 0.0751
H 0.2132 -2.0574 -0.2164
C -0.0884 -1.0769 0.1665

(4)
13
Properties=species:S:1:pos:R:3 method="wB97M-V/def2-TZVPD" fmax_ev_per_a=4.46 molar_mass_da=98.10 e_lumo_ev=0.7 homo_energy_ev=-9.057 gap_ev=9.80 de_lowest_kcal_mol=117.8 smiles="C=C1CCON=N1"
C 0.5076 -0.5400 -0.4716
N 1.5506 0.6445 0.0789
H -0.5014 -0.9272 1.2503
C 1.1922 -1.4308 -1.1908
H 2.1810 -1.2948 -1.5462
H -1.6567 -0.8111 -0.2187
O -0.0399 1.7984 1.0925
H 0.5952 -2.1315 -1.7017
H -1.4397 1.4471 -0.3459
C -1.0644 1.0899 0.5941
N 1.2364 1.5509 0.7999
H -1.8065 0.9608 1.3129
C -0.7544 -0.3563 0.3462

(5)
99
Properties=species:S:1:pos:R:3 method="wB97M-V/def2-TZVPD" fmax_ev_per_a=3.00 molar_mass_da=761.33 charge=+3 e_lumo_ev=-8.6 homo_energy_ev=-16.578 gap_ev=8.01
H 0.3607 3.1596 0.4582
C 3.1642 1.2080 -0.4194
C -0.2861 3.0839 -4.5762
C -4.2216 0.8286 -0.6567
C 0.5049 2.0763 -4.0551
Ti 0.2492 -0.4748 0.7325
C -0.6013 3.8058 4.8320
C -2.6225 -3.3247 -1.0816
C 2.1415 1.9067 0.5398
H 2.3792 3.4121 2.1117
H -5.2315 1.0876 -0.9094
C 3.2254 -2.8163 -4.6424
N -0.7689 -2.2543 -0.0007
H 0.1372 4.0621 -4.7773
H -3.5993 2.8146 -0.0150
H 2.4939 -0.2788 -6.1982
Ge 0.9099 1.4054 3.3839
H 3.7702 2.0276 -0.7236
H -0.5245 -3.2962 2.4483
C 0.0058 -3.3513 -0.1250
C -2.0709 1.4728 -4.7633
N 0.8493 -0.3201 -3.5012
O 1.2503 0.9493 1.2407
C 2.7781 -1.9565 1.6906
C -0.5068 -4.4900 -0.7409
C 1.3067 -3.2741 0.5199
C 2.9724 2.7268 1.5133
H -1.2408 -3.4854 4.0182
H 2.5837 -2.3696 -1.7242
H 3.6358 3.2639 0.9297
C 1.5667 -0.6683 -5.9025
H -3.0761 1.1757 -5.1400
H 1.4120 -1.6204 -6.3965
H -3.5942 -3.2509 -1.5542
H 3.8282 -3.2811 -3.9041
H 0.4106 4.1638 4.6583
H 4.0463 -5.0746 1.2083
H -1.5764 4.1961 1.5117
N 1.5988 -0.9744 -4.4541
C -2.0169 -2.1733 -0.4640
H 0.1374 -1.0138 5.2123
H 4.6165 -2.8886 2.2969
H -0.4847 5.1638 2.5730
H 3.7747 0.4550 0.0301
H 2.7631 0.8145 -1.3863
C 3.3231 -4.2290 1.1899
H -1.5844 -1.1075 5.5970
H -3.2566 3.6954 4.0250
H 0.1217 -5.3696 -0.8301
C -1.8123 -4.4543 -1.2057
H -1.6920 -0.5066 -4.2315
H 2.6159 -3.5667 -5.1171
H -0.5790 2.9152 5.4866
C -2.5291 -1.3117 2.9724
H -2.6292 2.0848 4.5509
C -1.2344 3.3781 3.5065
H 0.4138 -3.0196 3.8804
C 1.1595 -0.8076 -2.2999
H 1.7900 3.8056 -0.4431
N 1.6462 -2.0594 1.0323
C 2.1703 -4.3637 0.5214
H 3.6590 2.1597 2.1962
H -1.0541 0.3124 4.6805
C -0.0170 0.7839 -3.9090
C 1.2184 2.8964 -0.2323
H -1.1736 4.6978 5.2449
C -2.5016 -0.7921 -0.3750
C -1.6255 2.7493 -4.9750
H 1.4988 2.4161 -3.7687
H 0.7712 0.0437 -6.1904
H -2.2544 3.5236 -5.4455
H -3.2548 -1.7191 3.6969
H 1.8769 -5.2981 -0.0156
C -2.0452 1.4164 0.1736
H -2.2025 -5.3156 -1.7629
H 3.9067 -2.2129 -5.3422
C 2.1287 -1.8063 -2.5026
O -0.3878 2.4025 2.8746
C -1.3229 0.4894 -4.1928
N -1.6517 0.1317 0.1417
O -0.2477 -0.8446 2.4123
H -2.9504 2.4505 2.7564
C -2.6137 2.8172 3.7438
C -3.3353 1.7715 -0.1715
H -1.3383 2.1835 0.5800
C -3.7793 -0.4762 -0.8109
C -1.3498 4.5326 2.5361
C 3.6186 -3.0262 1.8422
C -1.1256 -1.4693 3.4480
H -2.1606 5.1529 2.8913
H -2.8085 -0.2351 2.9291
O 0.5826 -0.3075 -1.2286
H -4.4017 -1.2812 -1.1523
C -0.9000 -0.7774 4.8108
C 2.4010 -1.8438 -3.8699
C -0.5516 -2.8661 3.4551
H 2.9929 -1.0083 2.1557
H 0.7465 2.4604 -1.1161
H -2.7217 -1.8174 2.0594

(6)
62
Properties=species:S:1:pos:R:3 method="wB97M-V/def2-TZVPD" fmax_ev_per_a=2.85 molar_mass_da=426.43 e_lumo_ev=0.2 homo_energy_ev=-9.530 gap_ev=9.78 de_lowest_kcal_mol=0.0 smiles="NC(N)=O.NC(N)=O.NC(N)=O.NC(N)=O.OCCO.OCCO.OCCO"
N 9.3411 8.1583 10.8981
O 9.4398 10.9611 15.1317
H 10.3919 9.0824 16.6617
H 10.5113 7.1048 12.5684
O 12.5915 11.7026 11.0310
N 9.8579 4.1440 12.7577
H 5.6683 7.3787 13.2507
H 8.8639 4.9402 9.6907
H 7.7379 10.4630 16.1632
H 10.7122 4.3309 13.2537
C 5.8358 6.4992 9.8220
H 7.2842 7.2748 8.6599
N 8.9437 4.5103 10.6019
H 10.5245 12.9413 10.3465
H 8.9639 3.9018 13.1232
C 11.3139 11.3297 11.6218
H 4.2804 6.2038 11.0612
H 11.2442 11.6982 12.6506
O 11.0376 5.2985 11.2266
O 5.9963 7.6656 15.3515
O 9.2943 6.9063 8.5127
H 11.4678 6.3975 9.4212
H 9.3152 11.6826 10.9006
H 9.1986 10.4809 14.3050
H 9.0671 11.1323 17.0548
H 11.4392 10.7523 9.4618
H 8.1325 7.6143 16.1010
C 9.2876 8.6087 12.2021
N 10.1792 7.9680 12.9938
N 10.4951 7.3397 6.5852
N 11.5817 6.8327 8.5298
N 4.6157 6.9219 10.4217
N 6.4611 7.5810 9.2561
H 11.1753 10.2443 11.6965
O 8.9576 8.0306 15.8618
H 8.7269 8.5385 10.2044
O 5.3654 9.7273 12.4039
H 9.8644 7.9108 13.9770
H 7.1800 8.2550 13.8369
H 4.3431 9.4257 14.2007
C 9.9771 4.7531 11.5124
C 10.3213 11.8892 10.5721
H 5.8651 8.3779 9.1482
H 13.2789 11.6946 11.7026
C 5.3838 9.4024 13.7892
H 4.8188 7.7766 10.9441
H 5.8201 10.2571 14.3691
C 8.8334 10.4066 16.2873
H 12.4270 6.6206 8.0314
C 10.3959 7.0119 7.9055
O 8.5568 9.5227 12.5469
C 9.3048 9.0658 16.7176
O 6.1693 5.3235 9.7592
O 10.5407 11.1109 9.3042
H 8.1443 3.9876 10.9476
H 9.6425 7.6543 6.1912
H 11.4307 7.6173 6.2930
H 9.9576 7.3627 10.6315
H 8.9746 8.7853 17.7471
H 5.6575 6.7728 15.4479
H 6.2708 10.0026 12.1340
C 6.1278 8.0750 13.9903

(7)
30
Properties=species:S:1:pos:R:3 method="wB97M-V/def2-TZVPD" fmax_ev_per_a=5.91 molar_mass_da=175.28 e_lumo_ev=0.9 homo_energy_ev=-7.554 gap_ev=8.45 de_lowest_kcal_mol=70.0 smiles=CCc1c[nH]c2ccccc12.CC
H 0.3416 1.6273 2.5141
C 0.4621 -4.6573 -0.5752
H -0.2570 3.4791 -1.6769
C 1.0197 4.5802 -0.2857
C -0.3427 -0.5163 -0.0516
H -0.9801 3.6400 -0.0019
H -0.9817 4.9608 -0.9199
H 1.9752 4.2827 -0.6953
H 0.9237 4.5812 0.7168
N -1.9720 -1.8631 -1.1330
H 1.0753 5.7201 -0.4099
C -1.6422 -0.5515 -0.7007
H -2.3668 0.2319 -0.8546
H 2.0391 -4.5050 0.6107
C -0.9235 -2.7053 -0.7867
C -0.7740 -4.0857 -0.9718
H -1.5599 -4.6315 -1.4605
C 0.1632 0.6827 0.5818
C 0.0040 -1.8925 0.0384
H 1.5578 0.2889 2.2599
H 0.9852 0.9841 -0.1032
H 0.5747 -5.7291 -0.4756
C -0.3635 4.1765 -0.7778
H -0.7669 1.5086 0.4596
C 1.3077 -3.8751 0.2602
C 0.4363 0.6358 2.1086
H -0.3104 0.0961 2.6394
C 1.2315 -2.5571 0.4390
H -2.7989 -2.0612 -1.6310
H 1.9424 -1.8455 0.8828

(8)
19
Properties=species:S:1:pos:R:3 method="wB97M-V/def2-TZVPD" fmax_ev_per_a=1.62 molar_mass_da=102.16 charge=-1 e_lumo_ev=2.6 homo_energy_ev=-1.490 gap_ev=4.12 de_lowest_kcal_mol=129.4
C 0.4967 -0.8586 0.4439
C 0.9266 -1.9683 -0.2564
H 1.5135 -4.0259 -0.1498
H 0.3754 1.3026 0.0545
H 0.5785 -2.0404 -1.2890
C 1.5591 -3.0999 0.4704
H 2.6528 -2.8041 0.3720
C -1.7280 2.9748 0.0242
O 1.1379 -3.1998 1.7255
H -1.1108 0.4006 -0.2571
H -0.3724 3.2143 -1.4435
H -2.1693 2.1790 -0.6007
C -0.0325 0.3426 -0.3028
H 0.2564 0.3518 -1.3449
H -1.5565 2.4671 0.9958
H -2.5696 3.6934 0.1112
H 0.8415 -0.6901 1.4538
N -0.4950 3.5426 -0.4843
H -0.3041 -1.7816 0.4772

(9)
150
Properties=species:S:1:pos:R:3 method="wB97M-V/def2-TZVPD" fmax_ev_per_a=13.59 molar_mass_da=725.29 e_lumo_ev=0.3 homo_energy_ev=-7.042 gap_ev=7.37 de_lowest_kcal_mol=743.3
N 33.7834 -3.1982 8.0344
C 35.6046 -2.0310 9.3354
H 27.8820 -3.3232 5.9775
H 29.1987 2.2308 9.0248
H 34.3191 -4.5737 6.4954
N 29.7938 1.7238 1.8919
H 30.3534 -3.4687 6.3235
H 27.9749 -4.2802 4.5111
H 34.9370 -3.5857 2.6740
C 35.2472 -0.5231 5.4167
H 31.8606 -0.8766 3.3149
H 32.2439 -1.8708 5.3084
H 35.8828 1.1460 9.9718
C 34.1285 -2.6524 9.2716
C 33.3292 -2.1073 7.2138
H 26.5693 -0.0283 5.7043
H 32.3352 -2.6026 3.9512
C 32.4227 -0.6373 4.2176
H 31.0033 1.3356 7.7721
C 35.1741 -0.7902 3.8786
H 36.1509 -0.2803 1.6992
H 30.5190 -0.1883 2.0778
C 29.2552 0.1307 3.7730
C 29.6139 2.0289 5.6956
H 33.2492 1.6748 4.5659
H 38.6505 -1.8826 2.3307
C 35.0880 1.8200 6.0045
H 31.9881 2.3112 8.6992
H 29.3419 -0.4653 8.3151
H 28.1882 0.3146 3.8991
C 31.3654 -2.9413 3.5868
C 28.6633 2.6330 2.1767
H 36.3210 -1.9854 1.3574
H 31.7733 2.8423 7.0662
C 29.7608 3.4037 6.4503
H 36.3214 -2.4238 8.6142
H 30.6800 -0.7038 6.0441
H 26.6757 3.0734 1.5934
C 29.5542 0.2838 2.2635
H 26.7647 3.4002 7.8574
H 27.5073 2.3553 9.7530
H 34.3429 2.8581 4.2221
C 31.7344 -3.3433 2.1153
H 29.4980 5.2031 8.6226
H 29.4752 -0.8856 4.0998
H 32.4300 -1.6425 7.6180
C 28.2883 2.8173 9.1489
C 34.6787 -4.2473 7.4713
H 30.5078 3.3718 7.2434
H 28.5164 2.7814 3.2466
N 28.7315 -0.0402 7.6319
H 32.3180 -4.2489 1.9494
H 33.0618 0.5942 6.3381
H 37.0194 1.2862 8.7993
H 34.3226 2.7997 9.0945
C 27.6352 6.0915 8.1498
C 28.9125 5.3238 7.7111
H 29.5328 1.2243 -0.2507
C 30.2577 1.6367 0.4511
H 35.7586 -4.9615 3.3757
H 27.0701 6.3881 7.2662
C 36.6052 -2.8981 3.8505
H 31.1466 1.0210 0.5884
N 30.9260 0.2721 5.9597
H 35.7717 -6.0025 7.9599
C 33.1607 1.1488 7.2713
H 29.6522 1.1718 6.3679
H 30.3323 1.8684 4.8917
H 34.4148 0.0426 5.8353
N 36.4129 -1.4521 3.3925
H 35.5551 -0.9627 9.1248
H 37.5573 -3.2217 3.4300
H 34.4145 -1.5553 3.7184
H 30.8175 -3.7013 1.6471
H 33.7081 -2.7671 5.0795
H 34.6843 -4.0966 4.3495
C 27.3862 2.2982 1.3064
H 35.6157 -3.8076 7.1296
C 34.3214 1.8540 4.6455
C 31.5115 -5.0762 4.6134
H 31.9009 -5.4374 3.6615
C 30.6585 -6.1685 5.2167
C 38.1817 -1.0721 1.7726
C 29.8357 -3.3478 5.3719
H 35.5654 0.3400 8.3313
H 30.8268 -2.0057 3.4362
C 35.0350 -5.3518 8.4311
H 32.2226 -2.6304 1.4508
C 31.6959 0.5011 4.9242
C 35.9359 1.2030 8.8845
H 34.0239 -3.3780 10.0783
O 31.6496 1.5375 4.3265
H 29.7653 -6.2401 4.5961
H 33.4548 -0.4686 3.9106
H 32.2787 -3.4699 5.8614
H 38.3835 -1.2545 0.7171
C 28.5081 -4.0252 5.4269
H 28.1317 0.6857 7.9972
H 35.5891 -4.9949 9.2993
C 35.0979 2.4437 8.4161
H 29.3683 6.0471 7.0350
H 36.8443 -2.9491 4.9127
N 30.6022 -3.9730 4.2600
H 38.5498 -0.1371 2.1949
H 31.3680 3.5954 0.4393
C 32.9088 -2.5828 5.7973
H 30.3356 1.0310 6.2689
N 28.6195 4.0731 7.0127
H 31.2420 -7.0577 4.9781
H 27.0162 5.4171 8.7415
N 34.2817 2.1177 7.1804
H 27.6182 2.3869 0.2450
H 29.9326 0.8519 4.2301
C 36.6749 -1.1851 2.0073
H 28.5297 3.7673 9.6256
C 31.9002 1.9474 7.6755
H 29.8673 3.5658 -0.4950
H 34.9873 0.1800 3.4182
H 33.5499 -1.8898 9.7929
H 28.6447 2.0309 5.1968
C 28.5789 -0.6225 6.4534
H 34.1393 -1.3988 7.0411
C 30.7347 2.9770 -0.1967
H 34.0577 -5.6923 8.7732
H 27.7620 1.0061 5.2770
H 26.9525 1.3154 1.4908
H 28.7125 -0.0408 1.6518
H 34.8201 1.1762 3.9527
H 35.9323 2.5041 6.0895
H 27.4528 -0.7432 4.6074
H 35.6050 3.4028 8.3105
H 32.2514 -4.5740 5.2367
H 28.9802 3.6120 1.8174
H 29.7415 -2.2886 5.1325
H 32.2112 -1.5788 4.7245
H 36.1032 0.0765 5.7262
O 29.3204 -1.5610 6.1056
C 35.4361 -3.9397 3.5760
C 27.6265 -0.0629 5.4412
H 35.3051 -1.4544 5.9801
H 30.5560 -6.1242 6.3009
H 27.7222 2.1677 7.3032
H 35.5176 0.8200 6.0625
H 33.4970 0.3791 7.9660
C 27.8207 3.1390 7.7879
H 36.0583 -2.3235 10.2824
H 28.6401 -4.8986 6.0655
H 30.0601 4.1932 5.7610
H 31.4181 2.9294 -1.0446
H 28.0304 6.9220 8.7348

(10)
21
Properties=species:S:1:pos:R:3 method="wB97M-V/def2-TZVPD" fmax_ev_per_a=0.95 molar_mass_da=128.17 e_lumo_ev=1.0 homo_energy_ev=-9.422 gap_ev=10.38 de_lowest_kcal_mol=35.1 smiles="NCCC[C@H]1CN1C=O"
N -1.6156 0.0972 -0.4284
H -1.5931 -1.8663 0.0882
C -2.3039 -1.0574 -0.0901
C -2.0181 1.4114 0.0399
H -0.6094 0.4732 1.4654
N 0.9867 -1.8478 0.3294
H 0.7356 2.4105 0.2569
C -0.6957 0.8081 0.4448
H 0.9899 -2.7997 -0.0288
H -1.9511 2.2249 -0.6857
H 1.9285 0.4398 1.1831
H 1.1813 -0.8354 -1.4609
C 1.7846 0.4846 0.0684
H 0.4018 1.5689 -1.2277
C 0.5780 1.3886 -0.1519
H 1.4468 -1.9436 1.2365
C 1.7373 -0.9260 -0.5358
O -3.5066 -1.1809 -0.1214
H 2.6396 0.9972 -0.3734
H -2.8738 1.4179 0.7370
H 2.7572 -1.2652 -0.7456